# 1
17
Properties=species:S:1:pos:R:3:lowdin_charge:R:1 method="wB97M-V/def2-TZVPD" multiplicity=1 gap_ev="7.29 / 8.78" total_charge=0 homo_ha="-0.2948 / -0.3081"
C 1.243 -1.863 -0.505 -0.082
C -2.255 -0.015 -0.474 -0.033
N 1.211 -0.667 0.315 -0.096
C -0.351 1.460 0.181 -0.010
C -1.046 0.314 0.373 -0.487
C 0.227 2.619 0.109 0.009
O 2.361 -0.697 1.071 -0.013
O -0.582 -0.576 1.193 -0.014
H 2.186 -0.015 1.740 0.113
H 1.360 -2.759 0.114 0.092
H 2.085 -1.813 -1.206 0.091
H 0.307 -1.914 -1.057 0.077
H -2.296 0.573 -1.393 0.078
H -2.248 -1.073 -0.748 0.074
H -3.163 0.169 0.105 0.079
H 1.203 2.750 -0.349 0.059
H -0.241 3.507 0.531 0.062

=====

# 2
17
Properties=species:S:1:pos:R:3:lowdin_charge:R:1 method="wB97M-V/def2-TZVPD" smiles="CC(=O)O.C=C=NC" multiplicity=1 gap_ev=9.49 total_charge=0 homo_ha=-0.3240
C -0.799 -1.641 -1.116 -0.035
C 1.305 0.561 1.369 0.009
N -0.484 -0.425 -0.395 -0.008
C 1.421 0.149 -0.335 -0.602
C -1.225 0.320 0.271 -0.126
C -2.320 0.943 0.615 0.060
O 1.646 1.334 -0.983 0.038
O 2.085 -0.825 -0.636 -0.001
H 2.411 1.239 -1.569 0.115
H -1.328 -1.436 -2.048 0.094
H -1.341 -2.326 -0.465 0.093
H 0.150 -2.104 -1.390 0.076
H 0.571 -0.004 1.945 0.045
H 1.207 1.626 1.559 0.053
H 2.264 0.138 1.665 0.058
H -2.762 1.666 -0.054 0.069
H -2.800 0.786 1.568 0.061

=====

For each record above, in turn, the calculated energy relative to the best compared isomer or geometry (same formula, charge and spin) values are 162.98 91.57 kcal per mole.